(1)
{
  "formula": "C40H49IN6O2SSbSr",
  "method": "ωB97M-V/def2-TZVPD",
  "largest_force_ev_per_a": 2.19,
  "homo_lumo_gap_ev": 6.488,
  "energy_ev": -81624.54526,
  "total_charge": -1,
  "e_lumo_ev": 1.909,
  "symbols": ["Sr", "O", "C", "C", "C", "C", "C", "C", "C", "N", "C", "C", "N", "C", "C", "C", "C", "C", "C", "C", "O", "H", "H", "H", "H", "H", "H", "H", "H", "H", "H", "H", "H", "H", "H", "I", "C", "C", "C", "C", "C", "N", "H", "H", "H", "H", "N", "C", "C", "C", "C", "N", "C", "C", "H", "H", "H", "H", "S", "C", "N", "C", "C", "C", "C", "Sb", "C", "C", "C", "C", "C", "C", "C", "C", "H", "H", "H", "H", "H", "H", "H", "H", "H", "H", "H", "H", "H", "H", "H", "H", "H", "H", "H", "H", "H", "H", "H", "H", "H", "H", "H"],
  "coordinates": [[-0.48, 0.12, -0.25], [0.89, -0.94, 1.10], [1.00, -2.02, 1.79], [2.25, -2.44, 2.32], [2.36, -3.52, 3.17], [1.23, -4.29, 3.52], [0.03, -3.97, 2.94], [-0.11, -2.89, 2.05], [-1.38, -2.81, 1.32], [-1.63, -2.06, 0.31], [-2.92, -2.28, -0.39], [-3.09, -1.24, -1.49], [-2.79, 0.09, -0.93], [-3.77, 0.83, -0.57], [-3.67, 2.13, 0.09], [-4.86, 2.86, 0.22], [-4.90, 4.12, 0.76], [-3.69, 4.69, 1.19], [-2.51, 3.99, 1.11], [-2.43, 2.66, 0.60], [-1.32, 2.01, 0.60], [3.12, -1.85, 2.04], [3.33, -3.78, 3.57], [1.32, -5.12, 4.20], [-0.85, -4.59, 3.14], [-2.13, -3.54, 1.64], [-3.75, -2.20, 0.31], [-2.95, -3.28, -0.83], [-4.10, -1.30, -1.90], [-2.38, -1.44, -2.29], [-4.79, 0.51, -0.79], [-5.78, 2.40, -0.15], [-5.84, 4.67, 0.85], [-3.68, 5.69, 1.60], [-1.58, 4.45, 1.45], [-0.96, -0.86, -4.90], [-0.13, -2.36, -3.68], [0.15, -3.59, -4.25], [0.72, -4.55, -3.44], [1.01, -4.23, -2.12], [0.68, -2.97, -1.66], [0.11, -2.03, -2.43], [-0.07, -3.78, -5.29], [0.96, -5.53, -3.84], [1.48, -4.95, -1.45], [0.91, -2.68, -0.64], [-0.03, 6.64, -4.71], [-0.08, 5.65, -4.14], [-0.15, 4.38, -3.42], [0.90, 3.98, -2.62], [0.80, 2.76, -1.97], [-0.28, 1.97, -2.07], [-1.28, 2.38, -2.84], [-1.27, 3.57, -3.54], [1.79, 4.59, -2.50], [1.60, 2.40, -1.34], [-2.15, 1.72, -2.90], [-2.10, 3.87, -4.16], [2.48, 0.11, -2.85], [4.08, 0.21, -2.31], [5.17, 0.27, -1.91], [3.20, 0.28, 4.56], [2.34, 1.54, 4.48], [0.92, 1.17, 4.93], [2.91, 2.60, 5.42], [2.12, 2.13, 2.37], [1.63, 4.26, 2.53], [1.15, 4.64, 1.13], [2.73, 5.22, 2.97], [0.44, 4.35, 3.49], [4.19, 2.11, 1.65], [4.48, 0.65, 1.28], [5.26, 2.63, 2.61], [4.22, 2.94, 0.36], [3.16, -0.12, 5.59], [4.25, 0.48, 4.34], [2.85, -0.51, 3.89], [0.93, 0.81, 5.97], [0.50, 0.36, 4.31], [0.23, 2.02, 4.87], [3.09, 2.15, 6.41], [2.23, 3.44, 5.56], [3.87, 2.99, 5.07], [1.98, 4.70, 0.42], [0.66, 5.63, 1.15], [0.42, 3.93, 0.73], [3.54, 5.28, 2.23], [3.17, 4.96, 3.93], [2.31, 6.24, 3.07], [-0.33, 3.61, 3.26], [-0.02, 5.35, 3.42], [0.74, 4.20, 4.53], [4.59, 0.02, 2.17], [5.40, 0.59, 0.69], [3.69, 0.22, 0.65], [5.32, 2.03, 3.52], [5.09, 3.67, 2.90], [6.24, 2.58, 2.11], [3.46, 2.61, -0.36], [5.18, 2.79, -0.15], [4.10, 4.01, 0.55]],
  "mulliken_charge": [2.857, 0.276, 0.231, -0.690, -0.228, -0.896, -0.679, 0.935, -1.352, 0.662, -1.298, -0.572, 0.474, -1.376, 0.745, -0.698, -0.909, -0.720, -0.276, 0.413, 0.008, 0.120, 0.417, 0.355, 0.346, 0.182, 0.481, 0.486, 0.546, -0.422, 0.158, 0.330, 0.367, 0.434, 0.111, 0.053, -0.048, -0.629, -0.427, -1.019, -0.649, 0.453, 0.423, 0.381, 0.526, 0.894, -0.522, -0.239, 0.508, -0.411, -1.473, 0.897, -0.940, -0.790, 0.565, 0.959, 0.494, 0.523, -0.186, 0.204, -0.722, -2.253, 1.902, -1.671, -1.772, 0.606, 2.271, -1.663, -1.725, -2.110, 1.696, -1.520, -1.734, -1.624, 0.569, 0.255, 0.401, 0.443, 0.152, 0.332, 0.509, 0.281, 0.208, 0.307, 0.557, -0.074, 0.288, 0.206, 0.506, 0.250, 0.537, 0.330, 0.299, 0.534, -0.018, 0.272, 0.220, 0.494, 0.280, 0.553, 0.265]
}

---

(2)
{
  "formula": "C7H17N3",
  "method": "ωB97M-V/def2-TZVPD",
  "largest_force_ev_per_a": 2.40,
  "homo_lumo_gap_ev": 10.791,
  "smiles": "[NH3+]N1CCC/C=[NH+]/CCC1",
  "energy_ev": -11987.40443,
  "total_charge": 2,
  "e_lumo_ev": -7.489,
  "symbols": ["N", "N", "C", "C", "C", "C", "N", "C", "C", "C", "H", "H", "H", "H", "H", "H", "H", "H", "H", "H", "H", "H", "H", "H", "H", "H", "H"],
  "coordinates": [[0.64, 2.20, 0.90], [0.06, 1.01, 0.33], [0.03, -0.10, 1.48], [1.35, -0.86, 1.48], [1.49, -1.92, 0.35], [1.02, -1.25, -0.87], [-0.17, -1.41, -1.29], [-0.93, -0.49, -2.10], [-1.88, 0.24, -1.14], [-1.23, 1.35, -0.29], [0.69, 2.95, 0.18], [1.61, 2.00, 1.22], [0.11, 2.59, 1.72], [-0.83, -0.74, 1.28], [-0.12, 0.40, 2.43], [1.43, -1.40, 2.43], [2.19, -0.17, 1.43], [2.54, -2.21, 0.29], [0.89, -2.80, 0.58], [1.63, -0.48, -1.33], [-0.74, -2.17, -0.89], [-1.51, -1.05, -2.84], [-0.27, 0.21, -2.61], [-2.66, 0.73, -1.73], [-2.38, -0.49, -0.50], [-1.01, 2.18, -0.97], [-1.96, 1.68, 0.45]],
  "mulliken_charge": [-0.479, 0.267, -0.909, -0.403, -0.759, 0.108, -0.043, -0.682, -0.682, -0.838, 0.397, 0.306, 0.389, 0.358, 0.537, 0.407, 0.226, 0.342, 0.331, 0.381, 0.340, 0.359, 0.365, 0.413, 0.341, 0.508, 0.417]
}